Record 1
The following is a quantum chemistry calculation of one molecule with the formula C2H5NS2 in a non-equilibrium geometry, from the OMol25 dataset.

Values from the calculation:
DFT total energy: -25311.566 eV
LUMO level (alpha / beta): -0.43 / -0.43 eV
net charge: 0

XYZ file:
```
10
C2H5NS2, DFT wB97M-V/def2-TZVPD
C 0.027 -0.244 -0.475
C 1.437 -0.195 -0.787
N -1.676 -0.104 1.327
S -1.047 0.708 -1.653
S -0.734 1.021 0.436
H -1.349 -0.912 1.714
H 1.709 -0.925 -1.511
H 2.105 -0.622 0.070
H 1.819 0.900 -1.105
H -2.289 0.373 1.984
```



Record 2
The following is a quantum chemistry calculation of one molecule with the formula C2H5NS3 in a non-equilibrium geometry, from the OMol25 dataset.

Values from the calculation:
DFT total energy: -36147.780 eV
LUMO level: -0.24 eV
net charge: 0

XYZ file:
```
11
C2H5NS3, DFT wB97M-V/def2-TZVPD
C -0.794 -0.742 -1.129
C 0.409 -0.306 -0.294
H -2.962 0.008 -0.481
H -1.412 -1.358 -0.199
H -0.340 -1.325 -1.934
H -1.155 -0.398 0.948
H 1.051 1.123 2.172
N -0.221 -0.281 0.841
S -1.952 0.669 -1.415
S 1.930 0.018 -0.890
S 0.565 -0.049 2.438
```



Record 3
The following is a quantum chemistry calculation of one molecule with the formula C2H5NSi in a non-equilibrium geometry, from the OMol25 dataset.

Values from the calculation:
DFT total energy: -11513.924 eV
multiplicity: 3
LUMO level (alpha / beta): 0.96 / -4.78 eV
expectation value of S²: 2.01
net charge: 0

XYZ file:
```
9
C2H5NSi, DFT wB97M-V/def2-TZVPD
C 2.562 0.134 -0.015
C 1.160 -0.338 0.950
N 3.255 0.552 -0.809
Si -0.428 -0.535 -0.072
H 0.875 0.530 1.705
H 1.387 -1.141 1.559
H -1.307 -1.773 0.042
H -0.122 -0.386 -1.401
H -1.466 0.528 0.163
```



Record 4
The following is a quantum chemistry calculation of a 2-piece molecular cluster, C2H5O2 overall in a non-equilibrium geometry, from the OMol25 dataset.

Values from the calculation:
DFT total energy: -6248.117 eV
LUMO level: 3.46 eV
net charge: -1

XYZ file:
```
9
C2H5O2, DFT wB97M-V/def2-TZVPD
O -2.035 -1.808 -0.452
H -1.387 -2.461 -0.128
C -0.217 0.567 -0.697
C 0.683 0.513 0.284
O 1.629 1.406 0.735
H -1.057 -0.121 -0.703
H -0.153 1.228 -1.508
H 0.397 -0.269 0.972
H 2.139 0.946 1.496
```



Record 5
The following is a quantum chemistry calculation of a 2-piece molecular cluster, C2H5O2 overall in a non-equilibrium geometry, from the OMol25 dataset.

Values from the calculation:
DFT total energy: -6249.386 eV
LUMO level: 4.87 eV
net charge: -1

XYZ file:
```
9
C2H5O2, DFT wB97M-V/def2-TZVPD
O -1.116 0.165 1.702
H -0.327 0.573 1.728
O 1.304 0.090 0.871
C 1.039 -0.072 -0.365
C -0.227 -0.118 -1.000
H 1.915 -0.230 -1.022
H -1.226 -0.264 -0.552
H -0.183 -0.193 -2.067
H -1.179 0.048 0.705
```



Record 6
The following is a quantum chemistry calculation of one molecule with the formula C2H5O2P in a non-equilibrium geometry, from the OMol25 dataset.

Values from the calculation:
DFT total energy: -15538.289 eV
LUMO level: 0.80 eV
net charge: 0

XYZ file:
```
10
C2H5O2P, DFT wB97M-V/def2-TZVPD
C 0.808 -0.679 -0.132
C 0.485 0.785 -0.282
O -2.615 0.477 -0.249
O -0.650 -1.192 -0.049
P -1.203 0.279 0.243
H 1.116 -1.181 -0.984
H 1.438 -1.021 0.855
H 1.130 1.413 0.380
H 0.523 1.005 -1.362
H -1.032 0.113 1.580
```



- Look up the DFT total energy of the sixth one.
  -15538.289 eV



- Which formula does entry 3 have?
  C2H5NSi